{
  "formula": "C10H18N3O",
  "method": "ωB97M-V with the def2-TZVPD basis set",
  "symbols": ["C", "C", "C", "C", "C", "C", "C", "O", "H", "H", "H", "H", "H", "H", "H", "H", "C", "C", "C", "N", "N", "N", "H", "H", "H", "H", "H", "H", "H", "H", "H", "H"],
  "xyz": [[-0.539, -3.695, -0.946], [1.936, -0.509, -1.911], [0.744, -0.694, -2.653], [2.559, -1.561, -1.155], [-0.146, -1.743, -2.322], [1.759, -2.655, -1.065], [0.390, -2.758, -1.562], [2.621, 0.585, -2.133], [2.504, 1.243, -2.824], [0.411, -0.129, -3.533], [3.589, -1.722, -0.865], [-1.180, -1.561, -2.601], [2.210, -3.546, -0.619], [-0.376, -4.741, -1.297], [-1.593, -3.532, -1.263], [-0.586, -3.850, 0.133], [-2.043, 2.186, 2.011], [-2.368, 2.405, 3.491], [0.113, 1.619, 0.891], [-0.612, 2.428, 1.672], [1.436, 1.791, 0.879], [-0.553, 0.764, 0.068], [-2.327, 1.135, 1.867], [-2.566, 2.814, 1.293], [-1.588, 1.900, 4.064], [-3.370, 2.067, 3.709], [-0.198, 3.327, 1.876], [1.812, 2.336, 1.637], [2.008, 1.449, 0.127], [-1.553, 0.808, 0.089], [-0.065, 0.354, -0.720], [-2.430, 3.486, 3.663]],
  "lowdin_charge": [-0.01, -0.28, 0.05, 0.07, 0.01, 0.05, -0.18, 0.17, 0.17, 0.16, 0.15, 0.15, 0.15, 0.14, 0.11, 0.12, -0.21, -0.05, -0.40, 0.08, 0.23, 0.22, 0.12, 0.13, 0.09, 0.09, 0.17, 0.14, 0.10, 0.11, 0.07, 0.09],
  "spin_multiplicity": 2,
  "lumo_energy_ev": [-7.11, -10.56],
  "relative_energy_ev": 1.854,
  "total_charge": 2,
  "max_force_ev_per_a": 3.43,
  "molar_mass_g_mol": 196.274,
  "homo_energy_ev": [-17.004, -17.055]
}

***

{
  "formula": "C30H26InN9O11P2S",
  "method": "ωB97M-V with the def2-TZVPD basis set",
  "symbols": ["In", "N", "C", "C", "N", "C", "C", "N", "C", "C", "N", "H", "H", "H", "H", "H", "H", "O", "N", "O", "C", "C", "C", "C", "C", "C", "N", "C", "C", "N", "C", "C", "C", "C", "H", "H", "H", "H", "H", "H", "H", "C", "C", "C", "C", "C", "C", "C", "S", "O", "O", "N", "C", "C", "C", "C", "C", "N", "H", "H", "H", "H", "H", "H", "H", "H", "H", "H", "H", "O", "P", "O", "O", "O", "P", "O", "O", "O", "H", "H"],
  "xyz": [[0.047, 1.332, -0.043], [-1.564, 4.432, 2.428], [-2.843, 3.987, 2.196], [-2.708, 2.784, 1.569], [-1.383, 2.504, 1.413], [-0.709, 3.509, 1.934], [0.737, 3.509, 1.958], [1.425, 2.461, 1.548], [2.742, 2.752, 1.748], [2.856, 3.997, 2.284], [1.573, 4.465, 2.419], [-1.325, 5.310, 2.854], [-3.710, 4.552, 2.487], [-3.459, 2.082, 1.247], [3.516, 2.044, 1.510], [3.712, 4.589, 2.551], [1.328, 5.404, 2.679], [2.538, -3.025, -5.198], [1.317, -2.906, -5.123], [0.558, -3.585, -5.808], [0.760, -1.938, -4.231], [-0.613, -1.816, -4.236], [-1.294, -0.857, -3.501], [-2.676, -0.709, -3.491], [-3.269, 0.290, -2.744], [-2.470, 1.001, -1.851], [-1.158, 0.885, -1.790], [-0.503, 0.226, -2.862], [0.900, -0.204, -2.504], [1.504, 0.445, -1.509], [2.812, 0.312, -1.310], [3.557, -0.559, -2.078], [2.928, -1.337, -3.031], [1.559, -1.167, -3.291], [-1.175, -2.485, -4.873], [-3.283, -1.409, -4.053], [-4.339, 0.431, -2.732], [-2.916, 1.641, -1.100], [3.238, 0.934, -0.539], [4.621, -0.651, -1.912], [3.489, -2.067, -3.586], [-2.724, -6.029, 4.031], [-2.301, -4.798, 3.279], [-1.217, -4.841, 2.404], [-0.835, -3.720, 1.688], [-1.537, -2.536, 1.854], [-2.606, -2.464, 2.732], [-2.980, -3.593, 3.443], [-1.151, -1.130, 0.842], [-2.362, -0.357, 0.706], [-0.555, -1.657, -0.363], [-0.100, -0.170, 1.589], [1.072, -0.733, 2.106], [1.036, -1.465, 3.302], [2.212, -1.966, 3.819], [3.402, -1.735, 3.136], [3.343, -0.994, 1.973], [2.215, -0.499, 1.467], [-2.575, -6.922, 3.424], [-3.773, -5.975, 4.318], [-2.133, -6.144, 4.941], [-0.674, -5.770, 2.272], [-0.011, -3.754, 0.987], [-3.143, -1.530, 2.836], [-3.820, -3.539, 4.125], [0.089, -1.601, 3.806], [2.207, -2.525, 4.746], [4.344, -2.112, 3.508], [4.249, -0.792, 1.407], [0.308, 3.161, -5.383], [-0.191, 2.775, -3.928], [-0.279, 1.203, -4.038], [-1.361, 3.575, -3.566], [1.098, 3.005, -2.994], [1.044, 3.959, -1.641], [0.441, 5.330, -2.177], [2.402, 4.080, -1.106], [-0.026, 3.350, -0.736], [1.027, 2.606, -5.715], [-0.457, 5.143, -2.523]],
  "lowdin_charge": [0.85, 0.13, -0.05, -0.08, 0.07, -0.25, -0.26, 0.08, -0.10, -0.05, 0.14, 0.16, 0.12, 0.11, 0.10, 0.12, 0.16, 0.04, -0.35, 0.04, -0.09, 0.08, -0.15, 0.01, -0.04, -0.12, 0.02, -0.34, -0.13, 0.07, -0.11, -0.02, 0.03, -0.04, 0.13, 0.13, 0.10, 0.11, 0.10, 0.11, 0.10, -0.05, -0.27, -0.03, -0.05, -0.29, -0.05, -0.03, 0.58, -0.31, -0.27, -0.17, -0.39, -0.01, -0.06, -0.07, -0.14, 0.11, 0.08, 0.08, 0.09, 0.12, 0.12, 0.12, 0.11, 0.11, 0.11, 0.10, 0.11, -0.07, 0.34, -0.09, -0.23, -0.24, 0.23, -0.11, -0.25, -0.32, 0.09, 0.06],
  "lumo_energy_ev": -0.27,
  "relative_energy_ev": 0.355,
  "max_force_ev_per_a": 1.09,
  "molar_mass_g_mol": 897.423,
  "homo_energy_ev": -7.226
}